C36H78N4O5 | ωB97M-V with the def2-TZVPD basis set

The geometry in XYZ format:
```
123
Properties=species:S:1:pos:R:3:forces:R:3:lowdin_charge:R:1
C -0.114 5.615 1.374 -0.48 0.72 -0.52 -0.0389
C 0.627 4.271 1.364 0.39 0.04 0.67 -0.4973
C 1.777 4.330 0.342 -0.23 -0.17 -1.14 -0.0265
C 1.321 4.092 2.729 -0.51 0.03 0.93 -0.1316
C 0.394 3.646 3.869 0.24 -0.03 -1.17 -0.1642
C -0.305 2.353 3.443 -0.26 0.81 1.69 -0.1385
C -1.086 2.475 2.152 -0.04 0.30 -1.50 -0.4899
C -1.405 1.073 1.645 -0.27 -1.05 0.95 -0.0375
C -2.414 3.246 2.342 0.51 -0.51 0.39 -0.0117
N -0.240 3.112 1.089 0.96 -0.69 0.28 -0.0724
O -0.979 3.308 -0.116 0.18 0.44 0.91 -0.0359
H -0.969 5.727 2.041 0.10 -0.44 0.19 0.0694
H 0.543 6.445 1.638 0.24 -0.19 -0.08 0.0902
H -0.498 5.869 0.378 0.12 -0.02 -0.03 0.0861
H 1.480 3.977 -0.650 -0.41 0.06 0.10 0.0831
H 2.131 5.346 0.163 0.09 0.04 0.37 0.0866
H 2.615 3.681 0.589 -0.01 0.13 0.37 0.0618
H 2.128 3.363 2.654 0.09 0.06 -0.11 0.1122
H 1.718 5.067 3.019 0.43 -0.09 -0.26 0.1208
H 0.946 3.495 4.795 0.10 -0.03 -0.04 0.1135
H -0.340 4.432 4.071 -0.11 -0.07 0.00 0.1079
H -0.996 2.214 4.285 -0.35 -0.58 -0.42 0.1226
H 0.368 1.496 3.495 0.20 0.08 -0.47 0.1217
H -0.544 0.416 1.478 0.41 0.64 -0.26 0.0623
H -2.049 1.021 0.769 -0.10 0.23 0.06 0.0827
H -1.880 0.551 2.487 -0.54 0.11 -0.23 0.0947
H -2.966 2.791 3.165 -0.12 0.02 -0.07 0.0910
H -3.012 3.173 1.437 -0.06 0.19 0.01 0.0835
H -2.206 4.278 2.610 -0.21 0.09 -0.05 0.0616
H -1.390 4.171 0.054 -0.37 -0.17 -0.58 0.0826
C -0.497 -2.660 0.104 -0.98 -0.74 0.10 -0.0287
C -0.204 -3.787 1.123 -0.08 0.22 -0.71 -0.5068
C -1.377 -4.791 1.064 -0.21 0.34 0.38 -0.0178
C 1.115 -4.417 0.651 0.38 0.73 -0.03 -0.1387
C 1.771 -5.317 1.690 -1.98 -0.20 -0.79 -0.1641
C 1.955 -4.594 3.003 0.27 0.04 0.01 -0.1258
C 0.707 -3.846 3.521 -0.37 0.40 0.68 -0.5078
C -0.192 -4.788 4.330 -1.31 -0.39 -0.24 -0.0333
C 1.194 -2.775 4.487 0.36 0.44 0.93 -0.0427
N -0.020 -3.201 2.435 1.53 0.21 -0.52 -0.1148
O -1.050 -2.344 2.859 -0.15 -0.36 -0.02 -0.0033
H 0.370 -2.026 -0.070 -0.21 0.15 0.07 0.0514
H -0.823 -3.132 -0.827 0.47 0.04 -0.18 0.0840
H -1.405 -2.122 0.391 0.28 0.37 0.20 0.0816
H -1.638 -5.150 0.068 0.28 0.13 -0.12 0.0826
H -1.220 -5.662 1.699 0.04 0.03 0.03 0.0636
H -2.244 -4.243 1.442 -0.12 -0.21 0.07 0.0871
H 0.830 -4.889 -0.293 0.38 -0.50 0.12 0.1268
H 1.858 -3.655 0.379 -0.38 0.23 0.06 0.0955
H 0.971 -6.061 1.823 0.72 -0.62 0.26 0.1064
H 2.667 -5.747 1.248 0.08 -0.24 0.41 0.1156
H 2.800 -3.902 2.942 -0.11 0.09 -0.08 0.1074
H 2.212 -5.333 3.766 0.09 0.11 0.10 0.1219
H 0.149 -5.109 5.315 0.63 -0.08 -0.25 0.0839
H -0.473 -5.649 3.717 0.27 -0.22 0.24 0.0685
H -1.159 -4.327 4.561 0.15 0.37 -0.23 0.0859
H 1.772 -3.286 5.264 0.19 0.11 -0.09 0.0888
H 0.419 -2.240 5.043 -0.37 -0.30 -0.28 0.0831
H 1.812 -1.983 4.056 0.09 -0.35 -0.33 0.0660
H -0.744 -1.495 2.524 -0.17 0.17 0.20 0.0669
C -2.898 -1.697 -2.459 0.84 0.34 -1.34 -0.0529
C -3.955 -0.958 -3.302 -0.43 -0.58 0.87 -0.5021
C -4.659 -1.951 -4.240 0.78 0.33 -0.89 -0.0251
C -5.002 -0.472 -2.258 0.78 0.59 -0.72 -0.1373
C -6.001 0.498 -2.875 0.38 -0.80 -0.12 -0.1858
C -5.222 1.693 -3.431 -1.84 0.04 1.27 -0.1577
C -4.099 1.349 -4.411 0.16 0.13 0.35 -0.4880
C -4.720 1.083 -5.796 -0.27 -0.36 -0.13 -0.0124
C -3.217 2.601 -4.425 0.42 0.41 -0.35 -0.0413
N -3.304 0.225 -3.879 -0.73 0.38 1.16 -0.1055
O -2.148 -0.066 -4.636 -0.34 0.27 -0.05 -0.0145
H -3.220 -2.646 -2.037 -0.42 0.31 0.44 0.0833
H -2.059 -1.972 -3.108 -0.03 0.05 -0.01 0.0860
H -2.499 -0.947 -1.779 -0.06 -0.42 0.46 0.0550
H -4.690 -2.923 -3.753 -0.42 -0.02 -0.02 0.0781
H -5.637 -1.602 -4.571 -0.13 -0.19 0.24 0.0678
H -4.084 -2.082 -5.164 0.14 -0.05 0.12 0.0827
H -5.424 -1.343 -1.756 -0.18 0.02 -0.07 0.1223
H -4.404 0.100 -1.541 -0.20 -0.08 0.29 0.1143
H -6.553 0.038 -3.701 -0.05 -0.16 0.13 0.0936
H -6.742 0.762 -2.120 0.00 0.40 -0.11 0.1110
H -4.947 2.302 -2.563 0.83 -0.23 -0.10 0.1146
H -6.023 2.317 -3.847 0.54 0.14 -0.79 0.1219
H -4.375 0.177 -6.297 0.60 0.20 0.10 0.0773
H -4.551 1.948 -6.435 -0.21 -0.12 -0.21 0.0773
H -5.790 0.886 -5.695 -0.07 0.36 -0.04 0.0732
H -2.284 2.428 -4.966 -0.12 0.09 -0.15 0.0814
H -2.957 2.996 -3.440 0.01 -0.60 0.22 0.0763
H -3.745 3.444 -4.878 -0.05 -0.20 -0.34 0.0843
H -1.460 0.356 -4.094 -0.05 -0.32 -0.09 0.0886
C 2.160 0.818 0.169 -0.16 -0.11 0.38 -0.0158
C 3.185 -0.311 0.312 0.15 -0.04 0.52 -0.4966
C 2.810 -1.161 1.549 0.29 0.29 -0.38 -0.0317
C 3.153 -1.267 -0.885 -0.66 0.21 0.52 -0.1419
C 3.735 -0.661 -2.143 -0.24 -0.05 0.41 -0.1635
C 5.170 -0.193 -1.943 0.33 -0.62 0.09 -0.1263
C 5.413 0.629 -0.652 -0.45 0.51 0.32 -0.4968
C 6.845 0.393 -0.170 0.77 0.22 -0.16 -0.0405
C 5.150 2.094 -1.000 0.39 1.15 0.93 -0.0385
N 4.553 0.184 0.459 0.16 -1.48 0.06 -0.1027
O 4.668 1.015 1.600 0.03 0.27 -0.23 -0.0205
H 1.151 0.433 0.014 0.12 -0.12 -0.29 0.0527
H 2.075 1.366 1.109 0.28 0.16 -0.08 0.0715
H 2.410 1.508 -0.632 -0.14 0.03 -0.03 0.0691
H 1.798 -1.539 1.391 0.09 -0.12 0.28 0.0580
H 3.509 -1.995 1.636 -0.09 -0.10 -0.06 0.0850
H 2.850 -0.623 2.496 -0.09 0.28 -0.16 0.0745
H 3.601 -2.230 -0.625 0.47 0.19 -0.01 0.1202
H 2.090 -1.515 -0.985 0.12 0.10 -0.49 0.1016
H 3.639 -1.431 -2.909 0.23 0.36 -0.39 0.1162
H 3.149 0.220 -2.418 -0.23 -0.20 -0.19 0.1112
H 5.444 0.404 -2.814 0.16 0.20 0.16 0.1186
H 5.873 -1.032 -1.957 -0.22 -0.18 0.13 0.1132
H 7.122 0.843 0.786 -0.47 0.33 -0.03 0.0760
H 7.564 0.809 -0.883 -0.05 -0.16 -0.11 0.0860
H 7.066 -0.668 -0.035 -0.23 -0.07 -0.27 0.0838
H 5.080 2.756 -0.127 -0.10 -0.53 0.32 0.0767
H 4.196 2.241 -1.503 0.24 -0.09 -0.52 0.0715
H 6.008 2.557 -1.498 -0.29 -0.32 -0.71 0.0848
H 5.320 0.562 2.147 -0.13 0.01 0.01 0.1010
O -0.791 0.785 -1.723 0.07 0.19 -0.19 -0.0504
H -0.774 0.253 -0.921 0.02 0.01 -0.04 -0.0068
H -0.762 1.702 -1.408 -0.04 -0.12 0.07 0.0210
```
Forces are in eV/Å.

total charge: 0
energy relative to the best compared isomer or geometry (same formula, charge and spin): 1.970 eV
total energy: -2013.493806 Eh
SMILES string: CC1(C)CCCC(C)(C)N1O.CC1(C)CCCC(C)(C)N1O.CC1(C)CCCC(C)(C)N1O.CC1(C)CCCC(C)(C)N1O.O
orbital gap: 8.33 eV
HOMO: -7.834 eV

C36H78O13S3 | ωB97M-V with the def2-TZVPD basis set

The geometry in XYZ format:
```
130
Properties=species:S:1:pos:R:3:forces:R:3:lowdin_charge:R:1
C 3.616 2.390 -4.898 1.28 -0.47 -2.29 -0.2345
S 5.279 1.858 -4.505 0.18 -0.35 1.17 0.8541
O 5.195 1.154 -3.152 0.26 0.87 -1.18 -0.5652
C 6.068 3.515 -4.318 0.48 -1.37 -0.21 -0.2261
H 3.124 1.465 -5.239 -0.26 0.50 0.51 0.0296
H 3.807 3.003 -5.817 -0.56 -0.21 0.72 0.0717
H 3.156 2.944 -4.121 -0.49 0.39 0.72 0.0318
H 7.133 3.358 -4.096 -0.40 -0.09 0.12 0.0545
H 5.573 4.054 -3.546 -0.42 0.58 0.61 0.0273
H 6.020 4.006 -5.279 -0.24 0.18 -0.23 0.0461
C -0.977 -0.408 -3.322 0.13 -0.28 -0.62 -0.2505
S -1.975 0.067 -1.868 0.48 0.76 -0.26 0.8190
O -1.283 1.250 -1.237 0.37 -0.67 0.27 -0.5750
C -3.300 0.898 -2.758 -1.25 -1.14 1.28 -0.2273
H -0.368 -1.336 -3.156 -0.28 1.22 0.21 0.0529
H -0.412 0.512 -3.607 -0.08 -0.89 0.29 0.0730
H -1.637 -0.666 -4.166 0.08 0.11 0.40 0.0497
H -3.247 0.665 -3.783 -0.19 -0.16 -1.25 0.0233
H -3.219 1.942 -2.570 0.38 0.80 0.10 0.0358
H -4.252 0.551 -2.303 0.46 0.14 -0.43 0.0550
C 1.347 -0.200 1.370 -1.84 1.16 -0.89 -0.2687
S 1.646 -1.575 0.358 -0.06 -1.14 -0.83 0.8308
O 0.294 -2.207 0.101 0.20 -0.01 0.04 -0.5806
C 2.007 -0.735 -1.215 -0.62 -1.07 0.60 -0.2209
H 0.851 -0.479 2.280 0.25 -0.42 0.69 0.0350
H 0.585 0.428 0.839 0.74 -0.19 0.22 0.0731
H 2.276 0.296 1.492 0.82 0.69 0.39 0.0420
H 1.901 -1.576 -1.916 0.28 0.54 -0.05 0.0536
H 2.930 -0.199 -1.234 0.79 -0.09 0.03 0.0150
H 1.212 -0.034 -1.320 -0.90 0.49 -0.36 0.0159
C -1.341 0.041 6.685 -0.36 -0.78 -0.43 -0.0140
C -0.786 -0.705 5.486 0.15 1.39 0.69 -0.5143
O -0.120 -0.134 4.649 -0.01 -0.24 -0.12 0.0473
C -1.130 -2.138 5.379 -0.63 -2.15 0.37 -0.0359
H -1.047 1.069 6.748 0.37 0.43 -0.10 0.0731
H -1.147 -0.498 7.602 0.30 -0.11 0.29 0.0806
H -2.418 -0.018 6.571 -0.44 0.10 -0.05 0.0670
H -1.828 -2.564 6.197 1.40 0.84 -1.17 0.1169
H -0.187 -2.739 5.268 -0.86 0.46 0.34 0.1047
H -1.668 -2.279 4.436 0.03 0.05 0.04 0.0658
C 3.607 -1.740 -4.737 -0.88 -0.54 0.02 -0.0216
C 2.453 -1.468 -5.697 -0.72 -1.22 0.50 -0.4768
O 1.730 -0.497 -5.636 0.65 0.06 0.08 0.0474
C 2.153 -2.583 -6.689 0.91 0.70 -0.45 -0.0181
H 3.560 -1.050 -3.908 0.23 0.20 0.22 0.0511
H 4.488 -1.602 -5.318 1.08 0.38 -0.36 0.0768
H 3.683 -2.800 -4.388 -0.48 0.83 -0.28 0.1015
H 2.681 -2.347 -7.639 0.12 -0.40 0.58 0.0980
H 1.124 -2.502 -6.969 -0.77 -0.26 0.10 0.0707
H 2.438 -3.564 -6.288 -0.14 0.28 -0.37 0.0825
C -3.733 -4.084 -2.477 -1.68 -1.38 1.56 -0.0395
C -2.342 -4.422 -2.866 -0.78 1.23 -0.14 -0.5281
O -1.994 -4.164 -3.997 0.99 -0.68 0.14 0.0556
C -1.503 -4.827 -1.682 0.41 -0.11 -1.08 -0.0146
H -4.104 -4.984 -1.805 0.17 1.86 -1.43 0.1249
H -4.386 -3.843 -3.331 0.27 -0.42 0.35 0.0875
H -3.723 -3.198 -1.818 0.10 -0.30 -0.04 0.0783
H -0.854 -5.662 -1.957 -0.02 0.05 0.33 0.0962
H -2.125 -4.997 -0.814 0.07 -0.32 0.08 0.0599
H -0.902 -3.949 -1.493 0.53 0.23 0.31 0.0695
C 7.009 0.639 -0.663 0.08 0.07 1.72 -0.0170
C 5.717 -0.116 -0.797 -0.42 -0.05 0.51 -0.5019
O 4.755 0.337 -0.197 0.15 -0.51 -0.40 0.0092
C 5.672 -1.458 -1.486 0.13 0.94 -1.27 -0.0109
H 6.811 1.145 0.313 0.55 0.33 -1.00 0.1024
H 7.301 1.305 -1.462 -0.45 0.20 -0.19 0.0713
H 7.862 0.001 -0.465 0.16 -0.51 -0.19 0.0722
H 6.462 -2.106 -1.136 0.08 -0.26 0.27 0.0815
H 5.872 -1.268 -2.561 0.03 -0.05 0.47 0.0832
H 4.686 -1.895 -1.436 -0.16 -0.24 0.34 0.0636
C -4.481 -2.617 1.450 2.03 1.02 -0.55 -0.0027
C -4.144 -1.248 0.851 -0.48 0.80 1.07 -0.4798
O -4.962 -0.606 0.208 0.89 -0.48 0.11 0.0233
C -2.786 -0.677 1.329 -0.11 -0.75 -1.13 -0.0332
H -5.111 -3.212 0.836 -0.78 -0.35 -0.37 0.0689
H -4.880 -2.372 2.419 -0.34 -0.29 0.48 0.0577
H -3.503 -3.101 1.586 -0.42 -0.27 0.21 0.0786
H -2.695 0.390 1.043 0.03 -0.62 0.33 0.0724
H -2.034 -1.281 0.736 -0.37 0.73 0.72 0.0669
H -2.594 -0.879 2.409 -0.29 0.24 -0.75 0.0814
C 1.083 3.174 3.010 1.79 -0.72 1.14 -0.0208
C 1.292 4.601 3.201 -0.21 2.17 -0.35 -0.5268
O 2.081 5.193 2.508 0.79 0.45 -0.37 0.0588
C 0.458 5.414 4.196 -0.25 -2.34 0.49 -0.0091
H 0.083 2.975 2.797 -1.88 -0.61 0.00 0.0685
H 1.409 2.738 3.986 -0.49 -0.38 -0.79 0.1193
H 1.699 2.839 2.179 0.14 -0.14 0.17 0.0705
H 1.103 5.831 4.981 -0.33 0.38 -0.55 0.0885
H -0.232 4.697 4.675 0.17 0.38 0.14 0.0734
H -0.185 6.065 3.624 0.23 0.75 0.05 0.0797
C -3.336 3.749 0.099 -1.17 0.58 -0.24 -0.0236
C -4.051 4.443 1.249 1.57 -0.56 -0.84 -0.5128
O -3.459 4.767 2.253 -0.58 0.08 0.15 0.0677
C -5.467 4.711 0.937 -1.21 0.86 -0.36 -0.0350
H -3.949 2.874 -0.198 0.72 0.24 0.04 0.0877
H -2.301 3.575 0.289 0.53 -0.63 0.31 0.0625
H -3.367 4.474 -0.727 -0.11 -0.25 -0.06 0.0924
H -5.623 5.160 -0.062 0.50 0.23 0.52 0.1003
H -5.949 5.297 1.699 -0.12 0.44 0.27 0.0799
H -6.059 3.829 0.815 -0.10 -1.07 0.24 0.0758
C -6.643 -1.004 4.259 1.43 -0.84 -1.26 -0.0199
C -5.242 -0.349 4.413 0.59 -2.23 1.22 -0.5024
O -4.283 -0.998 4.839 -1.22 0.74 -0.68 0.0284
C -5.154 1.070 4.078 1.24 0.84 -1.36 -0.0201
H -6.611 -1.987 4.772 -0.01 0.45 -0.65 0.0880
H -6.882 -1.103 3.127 0.16 0.17 1.96 0.1172
H -7.353 -0.396 4.778 -0.67 0.49 -0.03 0.0596
H -4.350 1.633 4.614 -0.53 -0.68 -0.67 0.1113
H -6.101 1.494 4.284 -0.96 0.83 0.12 0.0620
H -5.026 1.101 2.946 0.05 0.25 1.26 0.1174
C 1.388 3.754 -1.506 0.11 0.59 -0.26 -0.0107
C 2.840 4.210 -1.573 0.63 -1.57 -0.08 -0.4419
O 3.213 5.059 -2.359 -0.23 -0.14 0.42 0.0372
C 3.885 3.368 -0.761 -2.38 1.53 0.59 0.0031
H 1.257 2.706 -1.716 0.34 -0.59 -0.58 0.0609
H 0.744 4.342 -2.159 0.18 0.00 -0.07 0.0859
H 0.968 3.780 -0.526 -0.07 0.48 1.07 0.0620
H 3.827 2.337 -0.988 0.04 -1.08 -0.89 0.0264
H 3.594 3.345 0.312 0.48 0.60 -0.44 0.0881
H 4.838 3.783 -0.980 0.90 0.17 0.23 0.0657
C 1.924 -5.524 1.503 0.40 -1.05 0.61 -0.0198
C 0.725 -5.779 2.447 1.13 0.10 0.21 -0.4744
O 0.845 -6.460 3.453 -0.23 0.59 -1.00 0.0496
C -0.568 -5.101 2.066 0.08 -1.70 0.09 -0.0195
H 1.631 -5.841 0.500 -0.01 -0.08 -0.07 0.0716
H 2.778 -6.180 1.857 -0.88 0.98 -0.46 0.0966
H 2.219 -4.464 1.389 -0.24 -0.45 0.42 0.0606
H -0.374 -4.193 1.577 0.28 1.40 -0.75 0.0299
H -1.086 -4.939 2.992 -0.73 -0.05 0.20 0.0727
H -1.115 -5.753 1.344 0.18 0.36 0.71 0.0972
```
Forces are in eV/Å.

total charge: 0
total energy: -3590.991013 Eh
orbital gap: 9.19 eV
HOMO: -8.806 eV